A single C4H5BrIN molecule at a distorted geometry, computed with ωB97M-V/def2-TZVPD.

Summary:
Total charge ... 0
Structure (SMILES) ... C=C(Br)/C(I)=N/C
LUMO energy ... -0.0054 eV
DFT total energy ... -83859.991 eV
ΔE to the lowest compared entry with this formula, charge and spin ... 0.000 eV
HOMO level ... -9.606 eV

The geometry in XYZ format:
```
12
Properties=species:S:1:pos:R:3:forces:R:3
C 1.75255 0.72616 1.77744 -0.516 -0.139 0.397
C 0.69412 0.05419 1.39367 -0.984 -0.096 -2.490
Br -0.29166 -1.05711 2.60055 0.203 0.529 -0.469
C 0.11433 0.09119 -0.14781 2.554 0.122 2.769
I 1.59256 0.88484 -1.63637 -0.851 -0.341 0.588
N -0.98540 -0.36929 -0.38246 -0.024 0.547 0.796
C -1.64710 -0.53418 -1.57492 -2.347 -1.810 -3.920
H 2.10051 0.90420 2.74412 -0.188 -0.790 2.085
H 2.42976 1.28302 1.23144 0.591 0.941 -2.363
H -2.73462 -0.70250 -1.46883 0.458 -0.352 0.761
H -1.27358 -1.46733 -2.10880 -0.284 0.908 0.774
H -1.75148 0.18683 -2.42804 1.388 0.481 1.072
```
Positions in Å, forces in eV/Å.


2 unconnected molecules or ions with the total composition C4H6O2 at a distorted geometry, computed with ωB97M-V/def2-TZVPD.

Summary:
Total charge ... 0
Structure (SMILES) ... C=C=O.CC=O
LUMO energy ... 0.9587 eV
DFT total energy ... -8338.743 eV
ΔE to the lowest compared entry with this formula, charge and spin ... 1.718 eV
HOMO level ... -8.911 eV

The geometry in XYZ format:
```
12
Properties=species:S:1:pos:R:3:forces:R:3
C 2.09923 -0.59212 -1.28549 0.013 0.034 0.091
C 1.93894 -0.20678 -0.04059 0.073 0.109 0.707
O 1.85192 0.09433 1.08704 0.125 -0.250 -1.017
H 1.34354 -0.34796 -2.01809 0.144 -0.008 0.134
H 3.00370 -1.12271 -1.54900 -0.069 0.033 0.065
C -1.48505 0.09079 1.15660 0.094 -0.035 0.031
C -1.40736 0.57784 -0.26139 0.177 0.088 -0.129
O -0.38407 0.78065 -0.87379 -0.520 -0.061 0.278
H -2.20181 -0.73457 1.22860 0.079 0.116 -0.034
H -0.50589 -0.21592 1.52961 -0.176 0.069 -0.075
H -1.87121 0.90598 1.78103 0.015 -0.093 -0.086
H -2.38194 0.77047 -0.75455 0.044 -0.002 0.036
```
Positions in Å, forces in eV/Å.


A single C6H3F molecule at a distorted geometry, computed with ωB97M-V/def2-TZVPD.

Summary:
Total charge ... 0
Structure (SMILES) ... C#CC#CC(=C)F
LUMO energy ... -0.1444 eV
DFT total energy ... -8981.816 eV
ΔE to the lowest compared entry with this formula, charge and spin ... 1.603 eV
HOMO level ... -9.363 eV

The geometry in XYZ format:
```
10
Properties=species:S:1:pos:R:3:forces:R:3
C 3.51746 -0.31260 -0.31830 -7.068 -0.027 1.370
C 2.34850 -0.33284 0.07512 -1.468 -1.077 -0.251
C 0.88834 -0.54676 0.37037 3.782 0.986 -0.756
C -0.31379 -0.55324 0.48237 -0.520 0.062 -1.554
C -1.68527 -0.33489 -0.01025 0.172 2.152 2.454
C -2.17310 0.96975 -0.02512 -0.205 -1.759 -1.567
F -2.40094 -1.49016 -0.14095 0.367 1.440 -0.501
H 4.48050 -0.31365 -0.13705 4.485 0.108 0.063
H -3.22655 1.06164 -0.60109 2.550 0.349 1.833
H -1.43515 1.85274 0.30492 -2.095 -2.234 -1.092
```
Positions in Å, forces in eV/Å.


HOMO level of number 3 (C6H3F)?
-9.363 eV